1.
{
  "formula": "C4H7N2",
  "method": "ωB97M-V with the def2-TZVPD basis set",
  "symbols": ["C", "C", "C", "C", "N", "N", "H", "H", "H", "H", "H", "H", "H"],
  "positions_angstrom": [[1.252, -0.786, -0.920], [0.114, -0.130, -1.053], [-1.077, 0.356, -1.699], [0.093, 0.064, 2.171], [1.541, -0.853, 0.478], [0.521, -0.261, 0.860], [1.927, -1.031, -1.724], [-0.774, 1.168, -2.395], [-1.638, 1.020, -1.017], [-1.721, -0.453, -2.258], [0.807, 0.190, 3.054], [-0.704, -0.477, 2.438], [-0.341, 1.193, 2.066]],
  "homo_lumo_gap_ev": 9.3,
  "fmax_ev_per_a": 6.3,
  "e_above_lowest_kj_mol": 647.66,
  "e_lumo_ev": -5.97,
  "energy_ha": -265.661796,
  "total_charge": 1,
  "e_homo_ha": -0.5614
}

=====

2.
{
  "formula": "C5H29N2O9",
  "method": "ωB97M-V with the def2-TZVPD basis set",
  "symbols": ["C", "N", "C", "C", "C", "O", "C", "N", "H", "H", "H", "H", "H", "H", "H", "H", "H", "H", "H", "H", "H", "H", "H", "O", "H", "H", "O", "H", "H", "O", "H", "H", "O", "H", "H", "O", "H", "H", "O", "H", "H", "O", "H", "H", "O"],
  "positions_angstrom": [[-3.186, -0.584, -1.013], [-1.982, -0.110, -1.721], [-0.788, 0.008, -0.897], [0.288, -0.977, -1.252], [-0.089, -2.455, -1.043], [-0.595, -2.760, 0.255], [-0.702, 1.067, 0.131], [-1.271, 0.843, 1.534], [-3.523, 0.071, -0.210], [-3.986, -0.747, -1.747], [-2.945, -1.554, -0.559], [-2.225, 0.799, -2.125], [-1.124, -1.997, 0.547], [0.581, -0.919, -2.328], [1.229, -0.738, -0.732], [0.763, -3.131, -1.172], [-0.858, -2.739, -1.768], [-1.205, 1.988, -0.234], [0.346, 1.346, 0.344], [-1.273, -0.145, 1.751], [-2.228, 1.167, 1.620], [1.026, 2.348, 3.323], [-0.132, 1.400, 2.728], [0.638, 1.472, 3.379], [-0.746, -1.466, 4.174], [-0.455, -2.711, 3.291], [-1.177, -2.130, 3.626], [2.958, 1.436, -2.838], [3.938, 1.326, -1.643], [3.895, 1.332, -2.610], [0.514, 2.261, -2.946], [0.672, 0.888, -2.218], [1.148, 1.556, -2.731], [0.485, -3.239, 1.596], [1.574, -2.549, 2.384], [0.968, -3.308, 2.456], [-1.032, 3.799, -2.077], [-1.547, 2.364, -2.344], [-1.159, 3.139, -2.765], [1.403, -0.536, 1.303], [1.680, 0.396, 2.535], [2.104, -0.228, 1.896], [2.224, 1.590, -0.561], [2.786, 0.875, 0.664], [3.009, 1.554, -0.003]],
  "homo_lumo_gap_ev": 5.7,
  "fmax_ev_per_a": 0.8,
  "e_above_lowest_kj_mol": 250.79,
  "e_lumo_ev": 2.80,
  "energy_ha": -994.582435,
  "total_charge": -1,
  "e_homo_ha": -0.1076
}

=====

3.
{
  "formula": "C6H22NO6",
  "method": "ωB97M-V with the def2-TZVPD basis set",
  "symbols": ["O", "C", "C", "C", "C", "C", "C", "N", "H", "H", "H", "H", "H", "H", "H", "H", "H", "H", "H", "H", "H", "H", "O", "H", "H", "O", "H", "H", "O", "H", "H", "O", "H", "H", "O"],
  "positions_angstrom": [[2.381, 1.767, -0.886], [1.831, 1.587, 0.194], [0.322, 1.315, 0.205], [0.211, -0.263, 0.247], [0.561, -0.756, 1.598], [0.101, -1.898, 2.035], [0.417, -2.420, 3.420], [-0.316, 1.779, -1.113], [2.531, 1.486, 1.036], [-0.268, 1.727, 1.020], [-0.860, -0.707, 0.122], [0.818, -0.711, -0.497], [1.157, -0.109, 2.286], [-0.469, -2.506, 1.327], [0.410, -1.703, 4.298], [-0.435, -3.089, 3.624], [1.395, -2.978, 3.508], [-1.189, 2.327, -0.828], [0.319, 2.443, -1.547], [-0.467, 0.826, -1.753], [-2.532, -2.728, -2.901], [-1.109, -3.027, -3.410], [-1.690, -2.449, -2.747], [-3.090, 2.465, 1.237], [-3.714, 1.924, 0.196], [-2.850, 2.144, 0.390], [0.820, 1.288, 3.259], [1.565, 2.563, 3.648], [1.205, 2.116, 2.943], [-0.078, -0.239, -3.339], [-1.497, -0.720, -2.906], [-0.855, 0.051, -2.970], [2.129, -0.887, -3.315], [1.708, 0.140, -4.319], [1.536, -0.757, -4.062]],
  "homo_lumo_gap_ev": 10.0,
  "fmax_ev_per_a": 5.7,
  "e_above_lowest_kj_mol": 48.62,
  "e_lumo_ev": -2.46,
  "energy_ha": -747.711698,
  "total_charge": 1,
  "e_homo_ha": -0.4594
}

=====

4.
{
  "formula": "C6H11N4S",
  "method": "ωB97M-V with the def2-TZVPD basis set",
  "symbols": ["C", "N", "C", "N", "C", "N", "C", "S", "C", "N", "C", "H", "H", "H", "H", "H", "H", "H", "H", "H", "H", "H"],
  "positions_angstrom": [[-2.385, -1.956, 0.227], [-1.498, -1.572, 1.027], [-0.165, -1.231, 0.616], [0.355, -1.690, -0.615], [0.249, -1.006, -1.838], [-0.088, 0.225, -1.904], [-0.500, 0.884, -0.808], [-1.234, 2.350, -0.857], [0.027, 0.316, 0.489], [1.420, 0.886, 0.699], [1.363, 2.422, 0.660], [-3.440, -1.947, 0.672], [-2.492, -2.016, -0.845], [0.542, -1.791, 1.413], [0.432, -2.697, -0.854], [0.401, -1.508, -2.757], [-0.494, 0.793, 1.367], [1.832, 0.659, 1.644], [1.862, 0.569, -0.216], [0.539, 2.776, 1.263], [2.250, 2.824, 1.017], [1.024, 2.710, -0.401]],
  "homo_lumo_gap_ev": 7.8,
  "fmax_ev_per_a": 5.1,
  "smiles": "C=N[C@H]1NC=NC(=S)[C@@H]1[NH2+]C",
  "e_above_lowest_kj_mol": 392.01,
  "e_lumo_ev": -4.77,
  "energy_ha": -852.083118,
  "total_charge": 1,
  "e_homo_ha": -0.4625
}